# 1
Computed, not measured: a 2-piece molecular cluster, C5H14N2O overall, with ωB97M-V/def2-TZVPD.

Geometry as ORCA input:
```
! wB97M-V def2-TZVPD RIJCOSX def2/J DEFGRID3
* xyz 2 1
C -1.25 0.53 0.43
C -0.31 -0.10 -0.59
C 0.58 0.98 -1.23
C 0.12 1.80 -2.16
C 2.68 -0.14 -0.32
N 1.93 0.90 -0.79
N -2.13 -0.61 1.22
H -1.87 1.32 -0.07
H -0.62 0.97 1.27
H 0.30 -0.86 -0.17
H -1.02 -0.57 -1.32
H -0.93 1.97 -2.36
H 0.68 2.27 -2.97
H 2.26 -1.07 -0.05
H 3.78 -0.08 -0.20
H 2.37 1.80 -0.98
H -1.62 -1.43 1.45
H -2.95 -0.78 0.49
H -2.45 -0.05 2.05
H 0.16 -2.31 2.91
H 0.30 -2.59 1.41
O 0.00 -1.93 1.98
*
```

Results
LUMO: -9.148 eV
Orbital gap: 8.7846 eV
HOMO level: -17.933 eV
Energy above the lowest of the compared OMol25 structures with the same formula, charge and spin: 48.64 kcal per mole
DFT total energy: -382.96145 Ha

These are the natural (NBO) partial charges, in e, on atoms 1 to 5: number 1, C, carries -0.195; number 2, C, carries -0.464; number 3, C, carries 0.088; number 4, C, carries -0.275; number 5, C, carries 0.148

# 2
Computed, not measured: an isolated ion of composition C5H14N2O and charge +2, with ωB97M-V/def2-TZVPD.

Geometry as ORCA input:
```
! wB97M-V def2-TZVPD RIJCOSX def2/J DEFGRID3
* xyz 2 1
C 0.97 0.89 -0.89
O 1.12 1.88 -1.86
C -0.56 0.68 -0.71
C -0.83 -0.13 0.61
C 0.15 -1.30 0.83
C 1.27 -1.30 1.52
N -0.54 -2.58 0.60
N -0.99 2.19 -0.57
H 1.63 0.75 0.00
H 1.24 -0.13 -1.41
H 1.99 2.34 -1.66
H -1.02 0.21 -1.65
H -1.83 -0.50 0.75
H -0.51 0.66 1.34
H 1.62 -0.31 1.83
H 1.90 -2.19 1.62
H -1.56 -2.41 0.63
H -0.38 -3.37 1.26
H -0.39 -3.06 -0.31
H -0.37 2.74 0.00
H -0.93 2.62 -1.51
H -1.97 2.33 -0.41
*
```

Results
LUMO: -7.271 eV
Orbital gap: 10.7577 eV
Structure (SMILES): C=C([NH3+])C[C@@H]([NH3+])CO
HOMO level: -18.029 eV
Energy above the lowest of the compared OMol25 structures with the same formula, charge and spin: 42.93 kcal per mole
DFT total energy: -382.97055 Ha

These are the natural (NBO) partial charges, in e, on atoms 1 to 5: number 1, C, carries -0.131; number 2, O, carries -0.713; number 3, C, carries -0.047; number 4, C, carries -0.463; number 5, C, carries 0.090

# 3
Computed, not measured: a 2-piece molecular cluster, C5H14N2O2 overall, with ωB97M-V/def2-TZVPD.

Geometry as ORCA input:
```
! wB97M-V def2-TZVPD RIJCOSX def2/J DEFGRID3
* xyz 0 1
C -0.42 -1.84 0.37
C 1.10 -2.20 0.69
C 2.05 -1.04 0.42
N -0.69 -1.35 -0.96
H -0.21 -0.48 -1.13
H -0.41 -2.02 -1.67
H -1.03 -2.73 0.55
H -0.54 -1.04 1.11
H 1.16 -2.49 1.74
H 1.38 -3.06 0.09
H 3.06 -1.30 0.69
H 1.75 -0.16 0.99
H 2.04 -0.77 -0.64
C 0.42 2.69 -0.88
C -1.59 2.03 0.19
N -2.33 0.94 0.48
O -0.46 1.66 -0.47
O -1.87 3.17 0.47
H -2.10 0.06 0.04
H -3.24 1.09 0.87
H 0.33 2.83 -1.96
H 1.44 2.39 -0.62
H 0.17 3.62 -0.37
*
```

Results
LUMO: 0.917 eV
Orbital gap: 10.2595 eV
Structure (SMILES): COC(N)=O.CCCN
HOMO level: -9.343 eV
Energy above the lowest of the compared OMol25 structures with the same formula, charge and spin: 10.97 kcal per mole
DFT total energy: -458.92012 Ha

These are the natural (NBO) partial charges, in e, on atoms 1 to 5: number 1, C, carries -0.223; number 2, C, carries -0.406; number 3, C, carries -0.618; number 4, N, carries -0.864; number 5, H, carries 0.377

# 4
Computed, not measured: a 2-piece molecular cluster, C5H14N2O2 overall, with ωB97M-V/def2-TZVPD.

Geometry as ORCA input:
```
! wB97M-V def2-TZVPD RIJCOSX def2/J DEFGRID3
* xyz 0 1
C -1.03 -1.08 1.89
C 0.14 -0.41 1.26
N 0.06 -0.13 -0.09
C 1.24 0.50 -0.65
C -1.20 0.40 -0.58
C -1.49 0.17 -2.08
N -1.27 1.30 -2.96
O 1.17 -0.19 1.87
H -0.67 -1.58 2.80
H -1.77 -0.37 2.29
H -1.51 -1.82 1.27
H 1.06 0.62 -1.72
H 2.09 -0.15 -0.57
H 1.51 1.41 -0.11
H -2.03 -0.02 0.00
H -1.28 1.48 -0.37
H -0.91 -0.69 -2.37
H -2.53 -0.12 -2.15
H -1.70 2.13 -2.56
H -0.30 1.47 -3.15
H 3.59 -0.78 3.42
H 3.04 -0.92 2.01
O 3.79 -1.19 2.57
*
```

Results
LUMO: 0.743 eV
Orbital gap: 10.2127 eV
Structure (SMILES): CC(=O)N(C)CCN.O
HOMO level: -9.470 eV
Energy above the lowest of the compared OMol25 structures with the same formula, charge and spin: 23.29 kcal per mole
DFT total energy: -458.90048 Ha

These are the natural (NBO) partial charges, in e, on atoms 1 to 5: number 1, C, carries -0.726; number 2, C, carries 0.697; number 3, N, carries -0.438; number 4, C, carries -0.416; number 5, C, carries -0.235

# 5
Computed, not measured: a 3-piece molecular cluster, C5H14N2O2 overall, with ωB97M-V/def2-TZVPD.

Geometry as ORCA input:
```
! wB97M-V def2-TZVPD RIJCOSX def2/J DEFGRID3
* xyz 0 1
C 1.41 -1.30 -0.29
C 0.50 1.05 0.11
C 1.40 -1.75 1.14
C 1.05 1.93 -1.00
O 0.62 -1.78 -1.13
H -1.05 -1.60 -0.46
H 2.32 -0.79 -0.63
H 1.30 0.77 0.80
H -0.08 1.65 0.82
H 1.99 -1.09 1.78
H 0.38 -1.79 1.53
H 1.82 -2.76 1.19
H 1.64 1.35 -1.71
H 1.67 2.76 -0.63
H 0.26 2.40 -1.61
N -2.16 -0.93 1.17
C -1.27 0.33 -0.66
O -2.15 1.36 -0.47
N -1.72 -0.85 -0.18
H -1.75 2.17 -0.82
H -3.10 -1.34 1.15
H -2.27 0.01 1.55
H -0.81 0.22 -1.64
*
```

Results
LUMO: 0.819 eV
Orbital gap: 8.4192 eV
HOMO level: -7.600 eV
Energy above the lowest of the compared OMol25 structures with the same formula, charge and spin: 113.02 kcal per mole
DFT total energy: -458.75749 Ha

These are the natural (NBO) partial charges, in e, on atoms 1 to 5: number 1, C, carries 0.463; number 2, C, carries -0.626; number 3, C, carries -0.733; number 4, C, carries -0.633; number 5, O, carries -0.615

# 6
Computed, not measured: a 2-piece molecular cluster, C5H14N2O2 overall, with ωB97M-V/def2-TZVPD.

Geometry as ORCA input:
```
! wB97M-V def2-TZVPD RIJCOSX def2/J DEFGRID3
* xyz 0 1
C -1.25 -0.16 1.10
C 0.26 -0.01 1.34
C -1.89 1.22 0.88
C 0.92 -1.36 1.60
O -1.53 -1.03 0.03
H -1.23 -0.61 -0.79
H -1.71 -0.64 1.98
H 0.42 0.66 2.19
H 0.71 0.46 0.47
H -1.64 1.89 1.70
H -1.51 1.65 -0.05
H -2.97 1.13 0.81
H 0.72 -1.70 2.62
H 2.00 -1.30 1.47
H 0.52 -2.10 0.91
N 0.24 1.50 -2.19
C 1.04 -0.63 -1.92
O 2.29 -0.22 -1.57
N 0.10 0.14 -2.24
H 2.85 -0.96 -1.34
H -0.37 1.94 -2.87
H 1.19 1.83 -2.22
H 0.83 -1.68 -1.91
*
```

Results
LUMO: 0.520 eV
Orbital gap: 9.4690 eV
Structure (SMILES): CC[C@@H](C)O.N/N=C\O
HOMO level: -8.949 eV
Energy above the lowest of the compared OMol25 structures with the same formula, charge and spin: 47.88 kcal per mole
DFT total energy: -458.86130 Ha

These are the natural (NBO) partial charges, in e, on atoms 1 to 5: number 1, C, carries 0.106; number 2, C, carries -0.424; number 3, C, carries -0.635; number 4, C, carries -0.615; number 5, O, carries -0.743

# 7
Computed, not measured: a 2-piece molecular cluster, C5H14N2O2 overall, with ωB97M-V/def2-TZVPD.

Geometry as ORCA input:
```
! wB97M-V def2-TZVPD RIJCOSX def2/J DEFGRID3
* xyz 1 2
C -0.41 -0.18 0.50
N -0.17 1.02 -0.29
C -0.64 2.27 -0.09
N -1.42 2.45 1.07
O -0.29 3.23 -0.74
C -1.16 -1.28 -0.33
C -0.14 -2.08 -1.22
C 0.82 -3.05 -0.51
H 0.59 -0.46 0.78
H -0.78 0.13 1.44
H 0.43 0.77 -1.15
H -1.81 1.77 1.61
H -1.77 3.37 1.20
H -1.61 -2.00 0.40
H -1.92 -0.75 -1.01
H -0.56 -2.54 -2.14
H 0.62 -1.30 -1.64
H 1.26 -3.64 -1.20
H 1.65 -2.64 0.00
H 0.04 -3.76 -0.10
H 2.49 2.23 1.58
H 1.98 3.42 0.72
O 2.79 3.01 1.12
*
```

Results
LUMO (spin up / spin down): -3.270 / -9.119 eV
Orbital gap (spin up / spin down): 11.3973 / 5.5399 eV
HOMO level (spin up / spin down): -14.667 / -14.659 eV
<S²>: 0.7696
Energy above the lowest of the compared OMol25 structures with the same formula, charge and spin: 40.89 kcal per mole
DFT total energy: -458.53551 Ha

These are the natural (NBO) partial charges, in e, on atoms 1 to 5: number 1, C, carries -0.259; number 2, N, carries -0.200; number 3, C, carries 0.688; number 4, N, carries -0.805; number 5, O, carries -0.400

# 8
Computed, not measured: a 2-piece molecular cluster, C5H14N2S overall, with ωB97M-V/def2-TZVPD.

Geometry as ORCA input:
```
! wB97M-V def2-TZVPD RIJCOSX def2/J DEFGRID3
* xyz 0 1
C -1.91 -0.61 0.57
N -1.41 0.76 0.53
C -0.05 0.89 0.00
C 1.02 0.31 0.78
C 1.84 -0.86 0.20
S 0.89 -2.52 -0.33
C -0.03 2.38 -0.49
N -1.15 2.85 -1.38
H -1.14 -1.51 0.62
H -2.28 -0.86 1.58
H -2.71 -0.84 -0.19
H -1.05 0.91 1.50
H -0.19 0.28 -0.99
H 1.43 0.62 1.71
H 0.53 -2.62 2.26
H 2.66 -1.12 0.90
H 2.13 -0.48 -0.71
H 1.27 -2.64 2.25
H -0.01 2.82 0.48
H 0.92 2.78 -1.11
H -1.05 2.74 -2.39
H -1.88 2.37 -1.11
*
```

Results
LUMO: -2.547 eV
Orbital gap: 5.1753 eV
HOMO level: -7.722 eV
Energy above the lowest of the compared OMol25 structures with the same formula, charge and spin: 167.22 kcal per mole
DFT total energy: -706.32365 Ha

These are the natural (NBO) partial charges, in e, on atoms 1 to 5: number 1, C, carries -0.490; number 2, N, carries -0.567; number 3, C, carries -0.235; number 4, C, carries 0.180; number 5, C, carries -0.572